{"formula": "C2H4N2S2", "method": "the ωB97M-V functional and the def2-TZVPD basis", "relative_energy_kcal_mol": 176.7, "total_energy_ha": -984.2333, "homo_energy_ha": -0.3190, "symbols": ["C", "C", "H", "H", "H", "H", "N", "N", "S", "S"], "xyz": [[-0.47, -0.39, -0.38], [0.63, 0.54, -0.20], [-3.88, 0.39, 0.07], [-0.38, -1.58, -0.38], [-0.02, 1.50, -0.49], [3.98, 0.22, 1.49], [-1.65, 0.35, -0.26], [1.85, 0.58, 0.18], [-2.99, -0.73, 0.11], [2.92, -0.90, -0.13]], "mulliken_charge": [0.10, -0.06, 0.19, 0.29, 0.26, 0.14, -0.29, -0.35, -0.15, -0.14]}

=====

{"formula": "C19H15ClN2O4", "method": "the ωB97M-V functional and the def2-TZVPD basis", "relative_energy_kcal_mol": 68.7, "total_energy_ha": -1603.6891, "homo_energy_ha": -0.2874, "symbols": ["C", "O", "C", "O", "C", "C", "C", "O", "C", "C", "C", "N", "C", "C", "N", "C", "C", "C", "C", "C", "Cl", "C", "C", "O", "C", "C", "H", "H", "H", "H", "H", "H", "H", "H", "H", "H", "H", "H", "H", "H", "H"], "xyz": [[-0.91, -4.05, 2.06], [-1.34, -3.30, 0.94], [-1.71, -2.03, 1.20], [-1.67, -1.56, 2.32], [-2.15, -1.35, 0.00], [-2.43, -1.94, -1.23], [-2.84, -0.90, -2.06], [-3.26, -0.65, -3.32], [-3.47, 0.69, -3.37], [-3.20, 1.33, -2.19], [-2.79, 0.29, -1.31], [-2.40, 0.00, -0.05], [-2.03, 0.97, 0.95], [-0.59, 1.35, 0.79], [0.33, 0.45, 0.34], [1.47, 1.07, 0.33], [2.74, 0.51, -0.07], [3.91, 1.28, -0.03], [5.11, 0.72, -0.42], [5.15, -0.60, -0.84], [6.66, -1.29, -1.31], [4.00, -1.37, -0.88], [2.80, -0.82, -0.49], [1.37, 2.35, 0.75], [0.06, 2.53, 1.04], [-0.40, 3.85, 1.56], [-0.63, -5.03, 1.68], [-1.71, -4.14, 2.80], [-0.05, -3.57, 2.53], [-2.35, -2.99, -1.46], [-3.81, 1.09, -4.30], [-3.29, 2.38, -2.00], [-2.18, 0.52, 1.93], [-2.66, 1.85, 0.84], [3.86, 2.30, 0.29], [6.02, 1.31, -0.39], [4.05, -2.40, -1.20], [1.89, -1.39, -0.51], [-0.26, 3.91, 2.63], [-1.46, 3.98, 1.34], [0.16, 4.64, 1.08]], "mulliken_charge": [-0.71, -0.31, 0.58, -0.63, 0.49, -1.31, 0.45, -0.50, -0.48, -0.89, 1.05, 0.14, -1.47, 1.17, -0.25, 0.29, 0.16, -0.33, -0.70, 0.40, -0.21, -0.67, -0.43, -0.37, 0.22, -1.55, 0.24, 0.29, 0.31, 0.52, 0.47, 0.45, 0.28, 0.39, 0.45, 0.41, 0.42, 0.61, 0.30, 0.35, 0.38]}

=====

{"formula": "C5H12N2O", "method": "the ωB97M-V functional and the def2-TZVPD basis", "relative_energy_kcal_mol": 71.1, "total_energy_ha": -382.3892, "homo_energy_ha": -0.3499, "symbols": ["C", "N", "C", "C", "H", "H", "H", "H", "H", "H", "H", "N", "C", "C", "O", "H", "H", "H", "H", "H"], "xyz": [[-0.53, -0.94, 1.82], [-0.74, 0.30, 2.08], [0.34, 1.19, 2.53], [1.11, 1.85, 1.32], [0.52, -1.30, 1.67], [-1.36, -1.58, 1.58], [-0.20, 1.96, 3.11], [1.07, 0.73, 3.21], [1.80, 2.59, 1.74], [1.63, 1.10, 0.83], [0.27, 2.21, 0.73], [-1.31, -0.12, -3.01], [-0.61, -0.08, -1.72], [0.25, -1.29, -1.52], [1.44, -1.29, -1.23], [-2.03, 0.62, -3.18], [-0.66, 0.02, -3.77], [-1.32, -0.12, -0.86], [0.05, 0.78, -1.54], [-0.26, -2.29, -1.73]], "mulliken_charge": [-0.45, -0.40, -0.40, -0.90, 0.28, 0.39, 0.31, 0.33, 0.36, 0.27, 0.22, -0.65, -0.15, -0.01, -0.48, 0.24, 0.24, 0.28, 0.19, 0.34]}

=====

{"formula": "C36H108As2F12N9O9", "method": "the ωB97M-V functional and the def2-TZVPD basis", "total_charge": 7, "relative_energy_kcal_mol": 109.0, "total_energy_ha": -8273.4189, "homo_energy_ha": -0.8363, "symbols": ["C", "C", "C", "O", "C", "N", "H", "H", "H", "H", "H", "H", "H", "H", "H", "H", "H", "H", "C", "C", "C", "O", "C", "N", "H", "H", "H", "H", "H", "H", "H", "H", "H", "H", "H", "H", "C", "C", "C", "O", "C", "N", "H", "H", "H", "H", "H", "H", "H", "H", "H", "H", "H", "H", "C", "C", "C", "O", "C", "N", "H", "H", "H", "H", "H", "H", "H", "H", "H", "H", "H", "H", "C", "C", "C", "O", "C", "N", "H", "H", "H", "H", "H", "H", "H", "H", "H", "H", "H", "H", "C", "C", "C", "O", "C", "N", "H", "H", "H", "H", "H", "H", "H", "H", "H", "H", "H", "H", "C", "C", "C", "O", "C", "N", "H", "H", "H", "H", "H", "H", "H", "H", "H", "H", "H", "H", "C", "C", "C", "O", "C", "N", "H", "H", "H", "H", "H", "H", "H", "H", "H", "H", "H", "H", "C", "C", "C", "O", "C", "N", "H", "H", "H", "H", "H", "H", "H", "H", "H", "H", "H", "H", "As", "F", "F", "F", "F", "F", "F", "As", "F", "F", "F", "F", "F", "F"], "xyz": [[-1.79, -0.34, -3.68], [-3.22, -0.79, -3.58], [-4.15, 0.44, -4.04], [-5.45, -0.12, -4.03], [-6.35, 1.03, -4.23], [-3.44, -1.92, -4.60], [-3.06, -1.70, -5.51], [-2.87, -2.69, -4.28], [-4.45, -2.01, -4.64], [-1.41, -0.19, -4.70], [-0.94, -0.97, -3.42], [-1.65, 0.66, -3.26], [-3.40, -1.04, -2.54], [-3.84, 0.80, -5.02], [-4.04, 1.26, -3.33], [-6.28, 1.79, -3.45], [-7.38, 0.69, -4.25], [-6.17, 1.62, -5.13], [3.05, -3.02, -7.09], [2.88, -1.55, -7.33], [2.29, -0.71, -6.11], [3.15, -0.61, -4.92], [2.82, 0.46, -4.02], [4.27, -0.96, -7.67], [4.89, -0.98, -6.87], [4.76, -1.53, -8.33], [4.14, -0.02, -8.01], [3.64, -3.44, -6.28], [3.54, -3.49, -7.94], [2.06, -3.47, -7.03], [2.32, -1.36, -8.25], [1.29, -1.07, -5.86], [2.12, 0.30, -6.47], [3.51, 0.28, -3.20], [1.80, 0.25, -3.71], [2.85, 1.49, -4.39], [0.81, -3.67, 4.29], [-0.62, -3.63, 3.89], [-1.66, -4.04, 4.95], [-2.96, -4.11, 4.40], [-3.94, -4.48, 5.36], [-0.93, -2.20, 3.49], [-0.43, -1.53, 4.06], [-0.67, -2.04, 2.53], [-1.90, -1.98, 3.67], [1.08, -2.94, 5.05], [1.49, -3.54, 3.45], [1.06, -4.64, 4.72], [-0.78, -4.04, 2.89], [-1.50, -3.42, 5.83], [-1.44, -5.01, 5.39], [-3.64, -5.10, 6.21], [-4.75, -5.06, 4.91], [-4.31, -3.53, 5.74], [-3.11, 2.30, 3.44], [-2.49, 3.13, 4.59], [-2.87, 2.65, 6.05], [-2.36, 3.42, 7.15], [-2.78, 4.74, 7.35], [-0.97, 3.04, 4.43], [-0.56, 3.77, 5.00], [-0.68, 2.13, 4.78], [-0.62, 3.20, 3.50], [-3.08, 1.22, 3.60], [-2.70, 2.41, 2.43], [-4.18, 2.48, 3.40], [-2.70, 4.18, 4.39], [-2.50, 1.66, 6.30], [-3.95, 2.71, 6.14], [-3.85, 4.79, 7.52], [-2.56, 5.41, 6.51], [-2.18, 5.20, 8.13], [4.02, 3.65, -1.69], [3.31, 3.63, -0.33], [3.76, 4.67, 0.74], [3.13, 4.54, 2.07], [2.68, 5.81, 2.62], [1.78, 3.71, -0.58], [1.40, 4.42, -1.18], [1.48, 2.86, -1.04], [1.20, 3.74, 0.24], [3.71, 2.80, -2.29], [5.10, 3.52, -1.64], [3.75, 4.60, -2.15], [3.57, 2.68, 0.14], [3.59, 5.66, 0.31], [4.82, 4.49, 0.89], [3.48, 6.52, 2.81], [2.13, 5.79, 3.56], [1.93, 6.23, 1.95], [-3.33, 3.71, -1.93], [-4.46, 3.07, -1.02], [-3.89, 1.83, -0.23], [-4.86, 1.26, 0.65], [-4.44, -0.03, 1.20], [-4.86, 4.08, 0.06], [-5.09, 4.98, -0.36], [-5.50, 3.68, 0.73], [-3.99, 4.18, 0.56], [-2.56, 3.04, -2.31], [-2.81, 4.56, -1.50], [-3.75, 4.13, -2.85], [-5.39, 2.90, -1.57], [-2.97, 2.16, 0.25], [-3.62, 1.07, -0.97], [-5.32, -0.49, 1.65], [-3.64, 0.09, 1.93], [-4.09, -0.70, 0.41], [3.86, 1.94, 5.38], [3.65, 1.70, 3.91], [5.02, 1.34, 3.25], [4.69, 1.37, 1.88], [5.81, 0.90, 1.09], [2.59, 0.64, 3.72], [2.90, -0.32, 3.80], [1.86, 0.69, 4.42], [2.13, 0.67, 2.82], [2.90, 2.05, 5.88], [4.38, 2.88, 5.60], [4.34, 1.14, 5.94], [3.22, 2.63, 3.53], [5.36, 0.36, 3.59], [5.72, 2.11, 3.59], [6.07, -0.14, 1.28], [6.75, 1.40, 1.34], [5.65, 1.05, 0.02], [3.86, -4.55, -0.98], [3.77, -3.08, -1.39], [5.12, -2.42, -1.21], [4.89, -1.04, -1.60], [5.98, -0.36, -2.16], [3.23, -2.82, -2.82], [2.92, -1.86, -2.84], [3.94, -2.96, -3.52], [2.39, -3.30, -3.10], [4.16, -4.72, 0.05], [4.61, -5.03, -1.61], [2.92, -5.09, -1.09], [3.09, -2.48, -0.78], [5.89, -2.84, -1.85], [5.57, -2.45, -0.22], [5.81, 0.69, -2.43], [6.28, -0.85, -3.08], [6.89, -0.28, -1.55], [-2.17, -3.85, -0.24], [-2.85, -5.15, 0.22], [-4.12, -4.85, 1.09], [-4.64, -5.97, 1.83], [-3.81, -6.95, 2.51], [-3.18, -6.01, -1.00], [-3.63, -6.90, -0.85], [-3.87, -5.54, -1.58], [-2.34, -6.19, -1.54], [-2.82, -3.20, -0.82], [-1.24, -3.95, -0.79], [-1.81, -3.13, 0.51], [-2.15, -5.79, 0.76], [-4.91, -4.36, 0.53], [-3.80, -4.27, 1.95], [-3.13, -6.46, 3.21], [-3.28, -7.64, 1.85], [-4.52, -7.59, 3.02], [0.49, 3.72, -4.10], [0.11, 5.00, -2.86], [-1.31, 3.46, -4.15], [0.71, 2.44, -5.29], [2.20, 4.09, -3.94], [0.57, 2.51, -2.82], [0.28, 4.99, -5.38], [0.03, 0.15, 0.19], [-0.50, 1.64, -0.67], [-1.36, 0.46, 1.31], [0.58, -1.25, 1.22], [1.47, -0.02, -0.94], [1.12, 1.13, 1.21], [-0.92, -0.91, -0.80]], "mulliken_charge": [-1.41, 0.21, -0.26, -0.45, -0.60, 0.02, 0.36, 0.33, 0.42, 0.79, 0.55, -0.20, -0.08, 0.68, -0.24, 0.09, 0.36, 0.39, -1.48, 0.00, -0.60, -0.25, -0.21, -0.24, 0.26, 0.38, 0.37, 0.30, 0.49, 0.40, 0.40, 0.23, 0.54, -0.37, 0.15, 0.64, -1.55, 1.14, -1.27, -0.19, -0.94, 0.20, 0.33, -0.27, 0.37, 0.45, 0.40, 0.42, -0.17, 0.42, 0.67, 0.43, 0.26, 0.33, -1.35, -0.04, -0.50, -0.35, -0.70, -0.09, 0.47, 0.31, 0.16, 0.15, 0.22, 0.50, 0.53, 0.27, 0.47, 0.33, 0.29, 0.29, -1.58, 1.12, -1.25, -0.16, -0.96, 0.36, 0.50, -0.60, 0.38, 0.17, 0.55, 0.46, -0.23, 0.59, 0.39, 0.34, 0.29, 0.39, -1.16, -0.07, 1.43, -0.54, 0.09, -0.14, 0.36, 0.35, 0.30, -0.25, 0.58, 0.40, 0.48, -0.31, -0.74, 0.43, -0.30, -0.05, -1.68, 0.48, -0.96, 0.00, -0.59, 0.39, 0.49, 0.40, -0.25, 0.44, 0.47, 0.40, 0.02, 0.48, 0.46, 0.35, 0.49, -0.19, -1.44, 0.86, -1.20, 0.23, -1.22, 0.18, -0.29, 0.35, 0.43, 0.43, 0.39, 0.40, -0.21, 0.47, 0.48, 0.27, 0.46, 0.41, -1.29, 0.25, -0.39, -0.38, -0.58, -0.12, 0.38, 0.37, 0.34, 0.35, 0.58, -0.18, 0.38, 0.42, 0.13, 0.16, 0.31, 0.27, 1.91, -0.52, -0.49, -0.42, -0.46, -0.32, -0.44, 2.32, -0.45, -0.52, -0.65, -0.48, -0.74, -0.51]}

=====

{"formula": "C3H5N3O", "method": "the ωB97M-V functional and the def2-TZVPD basis", "relative_energy_kcal_mol": 103.4, "total_energy_ha": -356.6926, "homo_energy_ha": -0.3201, "symbols": ["O", "C", "C", "N", "N", "C", "N", "H", "H", "H", "H", "H"], "xyz": [[-0.32, 1.69, -1.25], [0.44, 0.57, -1.63], [0.15, -0.66, -0.84], [-0.51, -1.21, -0.04], [-0.98, -1.75, 1.00], [0.42, 0.22, 2.25], [0.88, 0.95, 1.47], [-0.03, 1.92, -0.36], [1.52, 0.76, -1.56], [0.21, 0.35, -2.67], [-1.75, -2.36, 0.73], [-0.04, -0.49, 2.90]], "mulliken_charge": [-0.50, -0.40, 0.25, 0.51, -1.00, 0.17, -0.50, 0.38, 0.27, 0.33, 0.20, 0.28]}

=====

{"formula": "C4H13NOS", "method": "the ωB97M-V functional and the def2-TZVPD basis", "spin_multiplicity": 2, "total_charge": 1, "relative_energy_kcal_mol": 41.1, "total_energy_ha": -688.0164, "homo_energy_ha": [-0.5248, -0.4862], "symbols": ["C", "N", "C", "C", "S", "C", "H", "H", "H", "H", "H", "H", "H", "H", "H", "H", "H", "H", "H", "O"], "xyz": [[-1.66, 1.07, 0.71], [-1.04, -0.17, 0.27], [-0.03, 0.06, -0.73], [0.14, -1.21, -1.63], [1.04, -0.87, -3.12], [1.27, 0.81, -0.32], [-1.81, 1.71, -0.17], [-0.97, 1.70, 1.29], [-2.59, 0.91, 1.24], [-0.66, -0.70, 1.05], [-0.53, 0.78, -1.37], [-0.82, -1.75, -1.62], [0.77, -1.87, -1.01], [0.47, -1.80, -3.83], [0.96, 1.82, -0.05], [2.05, 0.89, -1.07], [1.65, 0.38, 0.62], [1.15, -1.02, 3.54], [0.28, -0.20, 2.66], [0.32, -0.55, 3.55]], "mulliken_charge": [-0.81, 0.00, 0.04, -0.72, -0.06, -1.19, 0.37, 0.36, 0.35, 0.27, 0.30, 0.45, 0.39, 0.21, 0.34, 0.45, 0.29, 0.36, 0.22, -0.62]}